A structure of composition C15H20CrN5O7 in a non-equilibrium geometry, computed with ωB97M-V/def2-TZVPD.

The geometry in XYZ format:
```
48
Properties=species:S:1:pos:R:3:mulliken_charge:R:1
Cr -0.31 0.47 -0.18 0.405
O -1.47 6.20 -0.45 -0.477
C -0.17 6.01 -0.43 0.479
O 0.64 6.89 -0.43 -0.519
C 0.34 4.59 -0.41 0.274
C 1.69 4.28 -0.42 -0.117
N 1.81 2.94 -0.36 -0.211
N 0.61 2.35 -0.31 0.386
C -0.29 3.34 -0.34 -0.551
C -1.72 2.88 -0.35 0.946
O -2.65 3.63 -0.39 -0.664
O -1.80 1.56 -0.30 -0.430
H -2.02 5.40 -0.47 0.401
H 2.54 4.94 -0.47 0.580
H 2.65 2.40 -0.38 0.149
O 0.15 0.24 1.89 -0.146
C 0.36 -1.08 2.46 -0.121
C -0.97 -1.82 2.72 -0.893
C -2.20 -1.25 1.99 -1.092
C -2.35 -1.65 0.55 0.697
C -3.30 -2.59 0.16 -0.858
C -3.54 -2.80 -1.19 -0.345
C -2.82 -2.08 -2.13 -0.972
C -1.85 -1.23 -1.68 -0.255
N -1.60 -1.02 -0.37 0.559
H 0.68 0.89 2.36 0.257
H 0.89 -0.96 3.40 0.519
H 0.99 -1.64 1.78 -0.077
H -1.18 -1.80 3.78 0.402
H -0.83 -2.87 2.43 0.463
H -2.19 -0.16 2.04 0.348
H -3.09 -1.58 2.53 0.574
H -3.86 -3.11 0.91 0.510
H -4.32 -3.49 -1.50 0.448
H -3.02 -2.18 -3.19 0.465
H -1.22 -0.67 -2.38 0.594
C 4.76 -1.71 -0.52 -0.868
O 3.64 -0.82 -0.38 -0.354
C 2.42 -1.20 -0.65 0.460
O 1.53 -0.34 -0.48 -0.112
N 2.23 -2.46 -1.08 -0.050
N 0.96 -2.89 -1.45 -0.567
H 5.63 -1.12 -0.28 0.244
H 4.85 -2.08 -1.54 0.385
H 4.68 -2.54 0.19 0.388
H 3.02 -3.07 -1.23 0.208
H 0.77 -3.78 -1.01 0.260
H 0.93 -3.03 -2.45 0.278
```

Total charge ... +2
HOMO energy (spin up / spin down) ... -15.18 / -15.17 eV
Spin multiplicity ... 2

A cluster of 4 separate species, C15H20F9O12PS in total in a non-equilibrium geometry, computed with ωB97M-V/def2-TZVPD.

The geometry in XYZ format:
```
58
Properties=species:S:1:pos:R:3:mulliken_charge:R:1
C 0.87 7.32 0.67 -0.335
C 1.90 6.46 0.18 0.073
O 2.66 5.60 -0.79 -0.234
P 2.59 3.93 -0.31 0.932
O 2.92 3.03 -1.61 -0.569
O 3.92 3.68 0.83 -0.450
O 1.12 3.45 0.51 -0.216
S -0.23 3.46 -0.53 0.960
C -1.55 4.51 0.36 -0.753
O -0.78 1.98 -0.55 -0.540
O 0.05 3.97 -1.97 -0.505
H -0.11 7.91 1.02 0.371
H 3.55 4.13 1.68 0.329
H -2.63 4.10 0.16 0.354
H -1.35 4.35 1.52 0.292
H -1.42 5.66 0.11 0.232
C -2.67 -0.17 0.86 -0.764
C -1.75 -1.36 0.73 -0.173
O -2.27 -2.49 1.45 -0.318
C -3.21 -3.24 0.79 0.339
O -3.60 -3.00 -0.35 -0.479
C -3.64 -4.43 1.64 0.823
F -3.86 -4.09 2.94 -0.243
F -2.70 -5.42 1.66 -0.255
F -4.80 -5.01 1.20 -0.238
H -2.86 0.06 1.92 0.337
H -2.24 0.72 0.38 0.112
H -3.65 -0.37 0.40 0.297
H -0.78 -1.12 1.17 0.347
H -1.57 -1.61 -0.32 0.247
C 5.42 0.03 1.60 -1.051
C 5.87 -0.99 2.63 -0.209
O 5.86 -0.42 3.94 -0.306
C 4.65 -0.41 4.59 0.389
O 3.62 -0.86 4.11 -0.518
C 4.80 0.18 5.99 0.828
F 5.56 1.30 6.02 -0.236
F 5.38 -0.70 6.86 -0.242
F 3.60 0.52 6.55 -0.238
H 6.03 0.94 1.67 0.284
H 5.51 -0.37 0.59 0.397
H 4.39 0.33 1.77 0.276
H 6.90 -1.29 2.42 0.310
H 5.26 -1.90 2.59 0.313
C -3.14 -4.19 -3.27 -1.085
C -3.69 -2.78 -3.44 0.062
O -2.99 -2.10 -4.50 -0.312
C -3.45 -2.34 -5.77 0.348
O -4.38 -3.09 -6.03 -0.519
C -2.66 -1.52 -6.79 0.849
F -1.32 -1.54 -6.55 -0.235
F -3.03 -0.21 -6.79 -0.242
F -2.82 -1.97 -8.07 -0.241
H -2.06 -4.16 -3.12 0.271
H -3.61 -4.68 -2.41 0.311
H -3.33 -4.79 -4.16 0.389
H -3.51 -2.21 -2.53 0.149
H -4.77 -2.79 -3.62 0.282
```

Total charge ... 0
Structure (SMILES) ... C#CO[P@@](=O)(O)OS(C)(=O)=O.CCOC(=O)C(F)(F)F.CCOC(=O)C(F)(F)F.CCOC(=O)C(F)(F)F
HOMO energy ... -10.87 eV

A structure of composition C15H20HfN3O5 in a non-equilibrium geometry, computed with ωB97M-V/def2-TZVPD.

The geometry in XYZ format:
```
44
Properties=species:S:1:pos:R:3:mulliken_charge:R:1
Hf 2.98 -0.24 -0.32 1.812
O 3.04 1.00 1.23 -0.823
H 3.62 0.65 1.89 0.215
O 2.58 -1.89 -1.50 -0.801
H 2.54 -2.76 -1.81 0.145
O 0.94 0.26 -0.28 -0.462
H 0.55 0.26 -1.20 0.121
O 3.65 1.00 -1.68 -0.772
H 4.42 1.41 -1.30 0.245
O 4.84 -0.90 0.35 -0.869
H 5.45 -1.54 -0.04 0.157
N 1.57 -2.01 1.12 0.058
C 2.17 -3.15 1.35 0.016
C 1.65 -4.16 2.16 -0.561
C 0.47 -3.99 2.80 -0.282
C -0.13 -2.73 2.64 -0.617
C 0.37 -1.82 1.69 -0.118
H 3.12 -3.21 0.79 0.259
H 2.19 -5.07 2.25 0.380
H -0.07 -4.80 3.35 0.325
H -1.08 -2.42 3.00 0.367
H -0.15 -0.86 1.47 0.264
N -4.71 0.58 -1.95 -0.601
C -5.03 1.16 -0.77 -0.224
C -4.62 0.72 0.44 -0.383
C -3.82 -0.44 0.45 -0.225
C -3.25 -0.90 -0.71 -0.262
C -3.75 -0.34 -1.87 -0.151
H -5.72 2.09 -0.95 0.298
H -4.64 1.28 1.31 0.424
H -3.55 -0.82 1.45 0.305
H -2.48 -1.61 -0.75 0.449
H -3.35 -0.77 -2.78 0.354
N -1.12 3.40 -2.17 -0.642
C -1.42 3.19 -0.90 -0.085
C -0.47 3.19 0.10 -0.390
C 0.88 3.29 -0.20 -0.250
C 1.17 3.32 -1.60 -0.202
C 0.17 3.49 -2.52 -0.295
H -2.44 2.93 -0.65 0.316
H -0.81 3.40 1.08 0.415
H 1.65 3.16 0.52 0.408
H 2.19 3.16 -1.88 0.305
H 0.41 3.49 -3.58 0.376
```

Total charge ... -1
HOMO energy ... -5.43 eV

A structure of composition C15H20IrN7O2S2, computed with ωB97M-V/def2-TZVPD.

The geometry in XYZ format:
```
47
Properties=species:S:1:pos:R:3:mulliken_charge:R:1
Ir -0.98 1.44 0.01 1.096
C 3.44 -2.93 -3.35 -1.398
C 2.98 -2.17 -2.14 0.711
C 3.33 -2.44 -0.86 -0.886
C 2.80 -1.65 0.16 0.986
N 1.93 -0.65 -0.07 -0.165
C 1.62 -0.37 -1.34 0.149
S 0.63 0.95 -1.84 -0.503
N 2.15 -1.12 -2.34 -0.026
C 3.23 -1.88 1.58 -1.188
H 3.87 -3.89 -3.05 0.374
H 4.21 -2.36 -3.88 0.336
H 2.62 -3.10 -4.04 0.413
H 4.01 -3.26 -0.65 0.468
H 1.90 -0.86 -3.29 0.297
H 3.19 -2.94 1.84 0.389
H 2.63 -1.30 2.26 0.075
H 4.28 -1.57 1.69 0.393
O -1.98 2.15 -2.15 -0.332
N -2.64 1.13 -2.39 0.260
O -2.54 0.26 -1.52 -0.436
C -1.32 -3.99 0.42 -1.232
C -1.12 -2.61 0.96 0.562
C -0.59 -2.16 2.16 -0.769
C -0.63 -0.77 2.13 0.571
N -1.19 -0.38 0.96 -0.246
N -1.45 -1.52 0.26 0.104
C -0.20 0.21 3.17 -1.158
H -1.43 -4.70 1.24 0.370
H -0.44 -4.29 -0.16 0.262
H -2.19 -4.05 -0.22 0.388
H -0.23 -2.78 2.98 0.479
H -1.98 -1.46 -0.60 0.190
H -0.55 -0.10 4.15 0.409
H -0.60 1.21 2.96 0.289
H 0.89 0.28 3.21 0.159
S 0.21 3.50 0.81 -0.367
C -1.30 4.21 0.51 0.418
N -1.55 5.54 0.47 -0.007
C -2.76 6.05 0.13 -0.058
C -3.77 5.20 -0.20 -0.823
C -3.50 3.84 -0.13 0.145
N -2.31 3.37 0.24 -0.290
H -0.78 6.16 0.68 0.269
H -2.85 7.12 0.12 0.431
H -4.74 5.58 -0.50 0.424
H -4.26 3.10 -0.37 0.464
```

Total charge ... +2
HOMO energy (spin up / spin down) ... -13.74 / -14.28 eV
Spin multiplicity ... 5

The molecule C15H20N4O3S2 in a non-equilibrium geometry, computed with ωB97M-V/def2-TZVPD.

The geometry in XYZ format:
```
44
Properties=species:S:1:pos:R:3:mulliken_charge:R:1
C 7.05 2.36 0.57 -1.105
H 6.75 2.33 1.61 0.327
H 7.61 1.45 0.34 0.346
H 7.70 3.22 0.42 0.333
C 5.82 2.47 -0.34 -0.280
C 4.90 1.33 -0.15 0.340
N 3.69 1.41 0.27 -0.857
N 3.05 0.26 0.38 0.250
C 3.76 -0.76 0.04 0.328
N 3.36 -2.06 0.06 -0.042
C 2.10 -2.56 0.33 -0.253
O 1.96 -3.74 0.55 -0.610
C 0.98 -1.59 0.28 0.865
C 0.73 -0.87 -0.89 -0.404
C -0.36 -0.02 -0.95 -0.325
C -1.19 0.10 0.15 -0.084
C -0.95 -0.61 1.31 -0.479
C 0.13 -1.46 1.37 -0.917
H 0.33 -2.04 2.26 0.443
H -1.62 -0.48 2.14 0.438
S -2.65 1.13 0.07 1.236
O -2.79 1.87 1.29 -0.721
O -2.62 1.86 -1.17 -0.690
N -3.83 -0.05 0.05 0.333
C -3.96 -0.77 -1.20 -0.680
C -3.53 -2.23 -1.04 -0.969
H -3.63 -2.75 -1.99 0.415
H -4.15 -2.72 -0.30 0.273
H -2.49 -2.29 -0.72 0.109
H -4.99 -0.72 -1.55 0.385
H -3.33 -0.27 -1.93 0.399
C -5.01 0.19 0.85 -0.656
C -5.92 1.27 0.27 -1.022
H -6.77 1.43 0.92 0.400
H -5.35 2.20 0.19 0.304
H -6.28 1.00 -0.72 0.277
H -5.55 -0.76 0.95 0.378
H -4.66 0.50 1.83 0.381
H -0.59 0.55 -1.84 0.530
H 1.38 -0.98 -1.75 0.447
H 4.09 -2.76 0.01 0.265
S 5.40 -0.34 -0.47 -0.222
H 5.27 3.38 -0.11 0.252
H 6.14 2.51 -1.38 0.260
```

Total charge ... 0
Structure (SMILES) ... CCc1nnc(NC(=O)c2ccc(S(=O)(=O)N(CC)CC)cc2)s1
HOMO energy ... -9.11 eV

A structure of composition C15H20N7O4S2Zr, computed with ωB97M-V/def2-TZVPD.

The geometry in XYZ format:
```
49
Properties=species:S:1:pos:R:3:mulliken_charge:R:1
Zr 2.85 1.36 -0.38 1.753
N 5.43 -1.39 2.17 -0.329
C 4.70 -0.41 1.67 0.837
S 4.29 -0.53 -0.07 -0.356
N 4.27 0.57 2.40 -1.078
N 3.59 1.51 1.67 0.352
C 3.34 2.62 2.31 -0.328
C 2.73 3.72 1.59 0.710
C 2.43 4.93 2.17 -0.688
C 1.87 5.93 1.36 -0.324
C 1.66 5.68 0.01 -0.743
C 2.00 4.44 -0.50 0.041
N 2.53 3.47 0.26 -0.296
H 5.80 -2.14 1.60 0.221
H 5.68 -1.37 3.15 0.278
H 3.64 2.70 3.35 0.491
H 2.62 5.10 3.22 0.492
H 1.62 6.89 1.78 0.493
H 1.24 6.43 -0.65 0.466
H 1.86 4.23 -1.56 0.435
C -5.21 -5.12 -1.91 -1.265
C -3.85 -4.50 -1.58 -0.417
S -4.09 -3.06 -0.59 1.232
O -4.74 -2.04 -1.37 -0.634
O -4.58 -3.45 0.70 -0.630
C -2.42 -2.38 -0.27 -0.800
C -2.05 -1.35 -1.31 -1.291
N -1.02 -0.39 -0.78 0.362
C 0.29 -0.48 -0.95 0.675
N 0.90 0.59 -0.34 0.100
C -0.12 1.36 0.24 -0.664
C -1.28 0.75 -0.04 -0.296
N -2.58 1.22 0.44 1.103
O -3.53 0.50 0.29 -0.495
O -2.54 2.31 0.96 -0.596
C 1.02 -1.56 -1.64 -1.478
H -5.05 -6.00 -2.53 0.376
H -5.84 -4.41 -2.46 0.366
H -5.73 -5.42 -1.00 0.368
H -3.32 -4.21 -2.49 0.340
H -3.23 -5.19 -1.01 0.384
H -1.69 -3.18 -0.16 0.533
H -2.57 -1.91 0.70 0.436
H -2.92 -0.75 -1.58 0.547
H -1.64 -1.77 -2.23 0.425
H 0.04 2.25 0.83 0.756
H 0.40 -2.05 -2.39 0.360
H 1.34 -2.32 -0.92 0.315
H 1.91 -1.19 -2.16 0.458
```

Total charge ... +3
HOMO energy ... -16.95 eV

The molecule C15H21BCl4O2Si in a non-equilibrium geometry, computed with ωB97M-V/def2-TZVPD.

The geometry in XYZ format:
```
44
Properties=species:S:1:pos:R:3:mulliken_charge:R:1
Cl 3.66 2.25 1.13 -0.321
B 2.85 0.60 1.32 0.711
Cl 3.59 -0.52 -0.09 -0.312
Cl 3.04 -0.26 2.93 -0.323
O 1.41 0.74 1.06 -0.639
C 0.61 -0.26 0.60 -0.129
C -0.73 -0.12 1.34 -0.008
C -1.47 -1.25 1.64 -0.009
C -2.80 -1.15 2.05 -0.883
C -3.38 0.11 2.22 0.403
Cl -5.00 0.26 2.77 -0.210
C -2.61 1.28 2.03 -0.719
C -1.25 1.15 1.67 -0.488
H 1.03 -1.27 0.67 0.502
H -1.03 -2.21 1.43 0.358
H -3.38 -2.03 2.31 0.408
H -3.05 2.27 2.23 0.368
H -0.66 2.06 1.49 0.435
C -0.63 -4.43 -2.34 -1.035
Si 1.11 -3.95 -1.93 0.273
C 1.57 -3.81 -0.14 -0.612
C 2.41 -4.92 -2.85 -1.080
O 1.27 -2.37 -2.56 -0.354
C 1.05 -1.11 -2.30 0.116
C 0.36 -0.51 -1.14 0.733
C 0.37 0.98 -1.49 -0.950
C 0.90 1.19 -2.91 -0.886
C 1.36 -0.17 -3.42 -0.370
H -0.97 -5.24 -1.68 0.370
H -1.33 -3.59 -2.20 0.305
H -0.73 -4.77 -3.37 0.314
H 2.05 -4.75 0.18 0.510
H 2.29 -2.99 0.00 0.160
H 0.67 -3.63 0.46 0.045
H 2.69 -5.81 -2.28 0.360
H 2.06 -5.27 -3.84 0.319
H 3.32 -4.32 -3.00 0.309
H -0.76 -0.91 -1.03 0.430
H -0.58 1.46 -1.21 0.520
H 1.15 1.39 -0.85 0.138
H 0.07 1.58 -3.49 0.269
H 1.69 1.95 -2.92 0.343
H 2.42 -0.17 -3.69 0.331
H 0.84 -0.42 -4.36 0.295
```

Total charge ... 0
HOMO energy ... -9.10 eV

A cluster of 2 separate species, C15H21BF6NO5P2 in total in a non-equilibrium geometry, computed with ωB97M-V/def2-TZVPD.

The geometry in XYZ format:
```
51
Properties=species:S:1:pos:R:3:mulliken_charge:R:1
C 3.42 -4.55 1.72 -0.676
C 1.76 -4.56 1.55 -0.277
O 1.31 -4.60 0.15 -0.382
C 1.34 -3.27 -0.47 -0.019
C 2.68 -2.73 -1.32 -0.351
C 2.76 -1.23 -2.02 -0.433
C 1.45 -0.24 -1.85 0.527
P 1.48 1.52 -2.60 -0.043
C 3.34 2.06 -2.83 -0.586
C 4.23 1.88 -1.47 -0.767
C 0.82 2.82 -1.30 -0.505
C 1.29 2.49 0.23 -0.732
C 0.12 -0.78 -1.05 -0.193
C 0.05 -2.26 -0.35 0.230
C -1.40 -2.41 0.38 0.160
O -1.96 -3.49 0.94 -0.618
N -1.97 -0.98 0.33 0.215
B -3.47 -0.84 0.56 0.469
O -3.91 -0.72 2.00 -0.538
O -4.52 -0.84 -0.47 -0.384
C -5.38 0.35 -0.40 -0.387
C -1.34 -0.11 -0.74 0.302
O -1.99 0.93 -1.26 -0.519
H 3.97 -4.11 0.78 0.161
H 3.80 -5.65 1.85 0.235
H 3.65 -3.93 2.71 0.250
H 1.40 -3.52 2.01 0.235
H 1.38 -5.48 2.19 0.296
H 3.59 -3.49 -1.39 0.334
H 3.75 -0.93 -2.61 0.263
H 3.28 3.23 -3.05 0.342
H 3.82 1.56 -3.78 0.346
H 4.44 2.97 -1.04 0.249
H 3.63 1.25 -0.69 0.225
H 5.27 1.36 -1.63 0.244
H 1.31 3.84 -1.63 0.406
H -0.34 2.94 -1.44 0.298
H 1.20 1.34 0.53 0.180
H 2.40 2.80 0.48 0.225
H 0.51 3.05 0.95 0.248
H -3.43 0.09 2.39 0.350
H -6.33 0.20 -1.11 0.248
H -5.75 0.63 0.68 0.222
H -4.84 1.31 -0.82 0.165
F -3.36 2.20 0.99 -0.133
P -3.83 3.16 2.12 0.816
F -2.45 3.87 2.02 -0.329
F -4.94 2.84 3.17 -0.330
F -3.18 2.18 3.15 -0.363
F -4.95 3.20 1.04 -0.350
F -4.10 4.67 2.38 -0.324
```

Total charge ... -1
HOMO energy ... -6.15 eV

A structure of composition C15H21BN8SeSiV, computed with ωB97M-V/def2-TZVPD.

The geometry in XYZ format:
```
48
Properties=species:S:1:pos:R:3:mulliken_charge:R:1
V 0.00 0.64 -1.76 1.800
C 0.01 4.12 0.44 -1.170
C 0.01 2.76 0.48 -0.283
N 0.00 2.27 -0.79 -0.549
N 0.00 3.35 -1.65 0.402
C 0.01 4.46 -0.91 0.386
B 0.00 3.05 -3.21 0.428
N -1.28 2.14 -3.48 0.310
C -2.32 2.39 -4.26 0.284
C -3.23 1.32 -4.19 -1.099
C -2.67 0.42 -3.32 -0.307
N -1.47 0.91 -2.88 -0.423
N 1.28 2.14 -3.49 0.314
C 2.32 2.38 -4.27 0.282
C 3.22 1.31 -4.19 -1.100
C 2.66 0.41 -3.33 -0.307
N 1.47 0.90 -2.89 -0.423
N 0.00 4.20 -4.13 0.356
C 0.01 5.58 -4.05 -0.076
C 0.01 6.07 -5.32 -0.726
C 0.00 4.93 -6.15 -0.504
N 0.00 3.81 -5.45 -0.977
H 0.01 4.81 1.28 0.460
H 0.01 2.08 1.32 0.483
H 0.01 5.43 -1.36 0.392
H -2.37 3.30 -4.84 0.514
H -4.16 1.23 -4.71 0.444
H -3.02 -0.54 -2.98 0.482
H 2.37 3.29 -4.85 0.513
H 4.16 1.22 -4.72 0.444
H 3.01 -0.55 -2.99 0.482
H 0.02 6.12 -3.13 0.336
H 0.01 7.10 -5.62 0.470
H 0.00 4.88 -7.23 0.506
C 1.03 -8.05 3.47 -0.892
Si -0.01 -8.82 2.19 0.555
C -1.83 -8.78 2.35 -0.894
C 0.75 -9.78 0.85 -0.897
Se 0.00 -1.14 -0.69 -0.144
H 1.17 -8.80 4.26 0.353
H 0.55 -7.19 3.95 0.341
H 2.02 -7.78 3.10 0.344
H -2.11 -9.63 2.98 0.354
H -2.34 -8.90 1.40 0.344
H -2.19 -7.88 2.86 0.344
H 0.86 -10.81 1.22 0.357
H 1.76 -9.42 0.60 0.344
H 0.13 -9.82 -0.04 0.346
```

Total charge ... +3
HOMO energy (spin up / spin down) ... -16.46 / -16.46 eV

A cluster of 3 separate species, C15H21Br2NO4S2 in total, computed with ωB97M-V/def2-TZVPD.

The geometry in XYZ format:
```
45
Properties=species:S:1:pos:R:3:mulliken_charge:R:1
C 3.81 -0.67 3.28 -1.198
C 3.89 -1.46 1.97 -0.026
Br 4.46 -3.29 2.32 -0.120
C 2.64 -1.29 1.09 -0.739
Br 2.44 -2.60 -0.33 -0.048
N 1.39 -1.11 1.81 0.268
C 0.77 -2.15 2.55 0.206
O 1.29 -3.16 2.92 -0.504
C -0.66 -1.75 2.68 0.105
C -1.67 -2.26 3.48 -0.612
C -2.92 -1.67 3.36 -0.412
C -3.15 -0.61 2.48 -0.714
C -2.13 -0.09 1.70 -0.054
C -0.89 -0.69 1.82 0.353
C 0.39 -0.36 1.15 0.502
O 0.58 0.37 0.21 -0.664
H 4.71 -0.07 3.41 0.353
H 3.74 -1.33 4.14 0.334
H 2.97 0.02 3.28 0.310
H 4.72 -1.07 1.37 0.539
H 2.78 -0.36 0.54 0.525
H -1.48 -3.08 4.15 0.500
H -3.74 -2.04 3.96 0.394
H -4.14 -0.18 2.42 0.476
H -2.26 0.74 1.02 0.202
C 1.48 0.43 -5.14 -0.990
S 1.49 -0.25 -3.47 0.646
O 2.44 -1.39 -3.48 -0.633
C -0.16 -0.96 -3.54 -0.879
H 2.46 0.87 -5.31 0.316
H 1.31 -0.38 -5.86 0.301
H 0.71 1.19 -5.22 0.342
H -0.22 -1.67 -4.36 0.398
H -0.90 -0.16 -3.67 0.286
H -0.33 -1.47 -2.59 0.234
C -2.10 2.15 -1.59 -0.856
S -2.32 3.48 -0.40 0.564
O -3.50 3.13 0.43 -0.633
C -2.85 4.70 -1.61 -0.964
H -1.79 1.26 -1.05 0.126
H -3.05 1.97 -2.11 0.415
H -1.32 2.43 -2.30 0.348
H -3.76 4.34 -2.11 0.299
H -2.05 4.87 -2.32 0.356
H -3.07 5.62 -1.07 0.352
```

Total charge ... 0
HOMO energy ... -8.91 eV

Calculated total energy
In order: -2427.9982, -3124.5785, -1172.2795, -2017.4151, -1824.6884, -2110.1607, -2889.8998, -2321.6738, -4681.1485, -6884.2672
Unit: Eh